A structure of composition C24H20ClMoNPSe in a non-equilibrium geometry, computed with wB97M-V/def2-TZVPD.

CARTESIAN COORDINATES (ANGSTROEM)
1 C -0.82 -1.74 1.60
2 C -0.54 -2.05 0.23
3 C 0.84 -2.37 0.11
4 H -1.30 -2.13 -0.56
5 C 1.44 -2.27 1.41
6 C 0.43 -1.83 2.34
7 H 0.58 -1.58 3.40
8 H -1.80 -1.54 2.04
9 H 1.33 -2.68 -0.83
10 H 2.50 -2.45 1.63
11 Mo 0.73 -0.21 0.97
12 Cl 2.85 0.69 0.63
13 P 0.06 0.28 -2.62
14 C 1.25 -0.80 -3.37
15 C 0.86 -1.45 -4.55
16 H -0.15 -1.29 -4.93
17 C 1.76 -2.26 -5.21
18 H 1.45 -2.76 -6.13
19 C 3.05 -2.43 -4.69
20 H 3.76 -3.05 -5.22
21 C 3.44 -1.79 -3.50
22 H 4.46 -1.91 -3.11
23 C 2.55 -0.98 -2.82
24 H 2.81 -0.47 -1.90
25 C -1.64 -0.15 -2.94
26 C -2.01 -1.50 -3.12
27 H -1.29 -2.30 -2.93
28 C -3.27 -1.77 -3.62
29 H -3.54 -2.80 -3.85
30 C -4.15 -0.71 -3.88
31 H -5.11 -0.93 -4.35
32 C -3.81 0.61 -3.59
33 H -4.50 1.43 -3.81
34 C -2.56 0.90 -3.08
35 H -2.25 1.93 -2.87
36 C 0.41 2.00 -2.90
37 C 0.76 2.27 -4.23
38 H 0.89 1.44 -4.93
39 C 0.90 3.59 -4.62
40 H 1.13 3.81 -5.66
41 C 0.74 4.60 -3.67
42 H 0.84 5.64 -3.98
43 C 0.46 4.32 -2.32
44 H 0.35 5.11 -1.59
45 C 0.30 3.00 -1.92
46 H 0.11 2.72 -0.88
47 Se -2.37 3.03 2.50
48 C -1.32 1.84 1.82
49 N -0.59 0.98 1.41

Values from the calculation:
LUMO energy (spin up / spin down), eV: -4.91 / -4.92
Maximum force, eV/Å: 4.44
⟨S²⟩: 2.034
Kohn-Sham gap (spin up / spin down), eV: 5.40 / 5.40
2S+1: 3
Total charge: +1

A structure of composition C24H20ClNOPPd in a non-equilibrium geometry, computed with wB97M-V/def2-TZVPD.

CARTESIAN COORDINATES (ANGSTROEM)
1 C -1.11 -1.47 4.53
2 C -1.00 -1.97 3.15
3 C 0.38 -2.13 2.88
4 H -1.91 -2.11 2.48
5 C 1.15 -1.67 4.04
6 C 0.24 -1.31 5.05
7 H 0.75 -1.37 6.02
8 H -2.02 -1.09 5.00
9 H 0.84 -2.49 1.90
10 H 2.26 -1.68 4.16
11 Pd -0.11 -0.17 3.39
12 Cl 1.94 1.33 2.83
13 P 0.12 0.35 -0.47
14 C 1.22 -0.71 -1.52
15 C 0.78 -1.43 -2.65
16 H -0.27 -1.38 -2.97
17 C 1.69 -2.21 -3.37
18 H 1.35 -2.77 -4.25
19 C 3.04 -2.28 -2.98
20 H 3.75 -2.89 -3.55
21 C 3.47 -1.56 -1.85
22 H 4.52 -1.61 -1.54
23 C 2.57 -0.79 -1.11
24 H 2.89 -0.24 -0.21
25 C -1.53 -0.08 -1.18
26 C -2.17 -1.22 -0.63
27 H -1.67 -1.79 0.17
28 C -3.42 -1.62 -1.11
29 H -3.90 -2.51 -0.69
30 C -4.06 -0.89 -2.12
31 H -5.04 -1.20 -2.49
32 C -3.43 0.25 -2.66
33 H -3.93 0.83 -3.45
34 C -2.17 0.66 -2.19
35 H -1.70 1.55 -2.62
36 C 0.40 1.99 -1.26
37 C 1.11 2.19 -2.46
38 H 1.54 1.34 -3.00
39 C 1.28 3.49 -2.96
40 H 1.83 3.64 -3.89
41 C 0.74 4.59 -2.28
42 H 0.87 5.61 -2.68
43 C 0.03 4.40 -1.08
44 H -0.40 5.25 -0.55
45 C -0.13 3.11 -0.56
46 H -0.66 2.95 0.38
47 O -0.10 0.16 7.96
48 C -0.06 0.33 6.78
49 N 0.02 0.66 5.62

Values from the calculation:
LUMO energy (spin up / spin down), eV: -2.59 / -7.12
Maximum force, eV/Å: 9.69
⟨S²⟩: 6.025
Kohn-Sham gap (spin up / spin down), eV: 7.87 / 4.68
2S+1: 5
Total charge: +1

A structure of composition C24H20CoF5N3O4STe in a non-equilibrium geometry, computed with wB97M-V/def2-TZVPD.

CARTESIAN COORDINATES (ANGSTROEM)
1 Co -1.63 0.02 -0.42
2 O -1.36 -5.28 -1.44
3 C -0.46 -4.78 -2.31
4 C 0.12 -5.67 -3.22
5 C 1.05 -5.23 -4.14
6 C 1.42 -3.89 -4.18
7 C 0.85 -3.01 -3.28
8 C -0.08 -3.43 -2.34
9 C -0.69 -2.40 -1.44
10 O -0.50 -1.18 -1.68
11 N -1.45 -2.84 -0.44
12 N -1.84 -1.82 0.32
13 C -3.30 -1.59 0.29
14 C -3.50 -0.75 1.53
15 C -4.31 -1.02 2.60
16 C -4.29 -0.16 3.69
17 C -3.44 0.93 3.67
18 C -2.65 1.15 2.55
19 N -2.69 0.34 1.51
20 H -1.66 -4.51 -0.87
21 H -0.19 -6.71 -3.17
22 H 1.49 -5.94 -4.83
23 H 2.14 -3.55 -4.91
24 H 1.11 -1.96 -3.29
25 H -3.88 -2.52 0.30
26 H -4.97 -1.88 2.57
27 H -4.95 -0.32 4.53
28 H -3.41 1.63 4.49
29 H -2.00 2.01 2.46
30 C 7.08 1.84 1.25
31 C 7.32 3.32 1.43
32 O 8.41 3.82 1.29
33 S 5.98 4.37 1.99
34 C 4.51 3.48 1.55
35 C 3.70 2.95 2.54
36 C 2.53 2.28 2.21
37 C 2.15 2.12 0.87
38 C 2.99 2.67 -0.12
39 C 4.14 3.35 0.21
40 C 0.95 1.44 0.51
41 C -0.07 0.87 0.16
42 H 7.70 1.48 0.43
43 H 6.04 1.60 1.08
44 H 7.40 1.35 2.17
45 H 3.98 3.06 3.58
46 H 1.90 1.87 2.98
47 H 2.69 2.56 -1.16
48 H 4.77 3.78 -0.56
49 C -1.59 1.41 -1.79
50 H -0.62 1.42 -2.29
51 H -1.82 2.40 -1.39
52 H -2.37 1.10 -2.49
53 F -4.73 1.21 -2.35
54 Te -4.39 1.46 -0.40
55 F -5.25 1.74 1.38
56 F -5.60 2.86 -0.83
57 F -5.95 0.29 -0.36
58 F -3.36 3.15 0.41
59 O -3.45 -0.86 -0.89

Values from the calculation:
LUMO energy (spin up / spin down), eV: 3.70 / 3.70
Maximum force, eV/Å: 3.29
⟨S²⟩: 1.035
Kohn-Sham gap (spin up / spin down), eV: 6.37 / 6.35
2S+1: 2
Total charge: -2

We obtain relative energy (zero: lowest compared OMol25 entry of this formula, charge and spin) values of 0.0; 158.3; 274.7 kJ/mol for the records listed above, in that order.